# 1
Below is a cluster of 8 separate species, C27H40Cl5F24NO10 in total in a non-equilibrium geometry, with properties calculated with the ωB97M-V functional and the def2-TZVPD basis.

Each line ends with the Löwdin charge.
Cartesian coordinates (Å):
C -1.5806 20.0273 -1.6174  -0.09
O -1.4736 20.8928 -0.5071  -0.22
C -1.8042 20.3166 0.7654  -0.17
C -1.6158 21.4228 1.8678  -0.05
N -2.4223 22.6958 1.5643  0.08
H -2.0934 23.0379 0.6727  0.15
H -3.4245 22.6078 1.4750  0.16
C -2.2421 23.8433 2.6333  -0.03
C -3.3560 24.8910 2.3938  -0.21
O -3.1814 25.3505 1.0697  -0.19
C -4.0821 26.4053 0.6880  -0.07
H -2.2916 19.2109 -1.4902  0.09
H -0.5798 19.6085 -1.7234  0.09
H -1.7430 20.6536 -2.4945  0.09
H -1.1464 19.4679 0.9526  0.14
H -2.8601 20.0489 0.7264  0.12
H -0.5723 21.7095 1.9988  0.14
H -1.9002 21.0343 2.8457  0.13
H -1.2254 24.2192 2.5190  0.15
H -2.4308 23.3742 3.5989  0.13
H -3.2542 25.6344 3.1845  0.14
H -4.3220 24.3975 2.5009  0.13
H -5.0607 25.9557 0.5198  0.09
H -3.7995 26.8683 -0.2574  0.09
H -4.1701 27.2705 1.3451  0.09
Cl 3.6207 21.9625 4.8983  0.64
O 4.7392 22.2636 5.7797  -0.39
O 3.9870 20.9526 3.8936  -0.42
O 2.5156 21.5023 5.6948  -0.39
O 3.2876 23.1435 4.0534  -0.43
C 7.6489 27.2802 11.1934  -0.06
C 8.9278 27.1181 12.1269  -0.44
C 9.6008 25.7118 12.0706  -0.38
F 10.6255 25.6222 12.8930  0.12
F 8.7589 24.7152 12.2034  0.14
F 9.7648 28.1533 11.8772  0.12
F 8.5672 27.2682 13.3869  0.14
O 7.9025 27.0062 9.8073  0.01
C 7.3297 27.9899 8.8954  -0.47
C 7.4887 27.4941 7.4035  -0.29
F 7.0393 28.2887 6.4470  0.12
F 8.8170 27.2537 7.1710  0.09
F 6.0449 28.2135 9.2346  0.14
F 7.9880 29.1397 9.1017  0.15
H 7.3772 28.3234 11.3543  0.13
H 6.7785 26.7855 11.6244  0.14
H 10.0999 25.6162 11.1064  0.17
H 6.8657 26.6040 7.3158  0.17
C 13.3999 20.9166 3.6172  -0.07
C 14.4451 21.6299 2.7852  -0.46
C 15.2018 20.7250 1.7574  -0.30
F 15.9247 19.7855 2.3815  0.10
F 14.4503 19.9762 0.9291  0.10
F 13.7963 22.5874 2.0428  0.10
F 15.2456 22.2503 3.6244  0.16
O 12.5956 21.7690 4.4264  0.05
C 11.9536 21.1162 5.4810  -0.58
C 11.0699 22.1156 6.2327  -0.34
F 10.4550 21.6133 7.3098  0.12
F 11.6730 23.2542 6.5358  0.13
F 11.1299 20.1930 4.9784  0.16
F 12.7662 20.5332 6.3237  0.19
H 13.9127 20.1770 4.2321  0.15
H 12.7217 20.3347 2.9932  0.15
H 15.8292 21.3814 1.1544  0.17
H 10.2822 22.3231 5.5084  0.17
C 6.7753 17.1286 10.8129  -0.05
C 6.5819 18.4750 11.4944  -0.48
C 5.7062 19.3990 10.6632  -0.36
F 4.5552 18.8160 10.4031  0.13
F 5.4634 20.6002 11.1785  0.12
F 6.0259 18.2891 12.7202  0.12
F 7.7645 19.0017 11.7712  0.15
O 7.2417 17.3113 9.4367  0.01
C 6.4810 16.5218 8.4480  -0.55
C 7.0494 16.5966 7.0501  -0.33
F 8.2937 16.1664 7.0474  0.13
F 6.4411 15.8230 6.1330  0.12
F 6.5045 15.2788 8.7662  0.21
F 5.2670 17.0399 8.5329  0.17
H 5.8277 16.5908 10.8445  0.14
H 7.3975 16.4912 11.4411  0.15
H 6.1845 19.5796 9.7005  0.17
H 7.0579 17.6511 6.7743  0.18
C 2.0106 26.5312 -1.9160  -0.16
C 2.7769 25.5144 -1.1373  -0.19
C 1.9113 24.2987 -1.2895  -0.22
O 0.5764 24.7384 -1.1307  -0.15
C 0.5312 26.0194 -1.7326  -0.20
H 2.3349 26.5173 -2.9565  0.11
H 2.1558 27.5480 -1.5512  0.11
H 2.8766 25.8158 -0.0945  0.12
H 3.7921 25.3663 -1.5056  0.12
H 2.0872 23.5136 -0.5542  0.13
H 1.9628 23.8679 -2.2894  0.12
H 0.0313 26.7464 -1.0926  0.11
H -0.0021 25.9913 -2.6828  0.11
C 7.9390 23.0648 1.0228  -1.01
Cl 9.0023 22.1891 -0.1442  0.46
Cl 8.6406 24.5628 1.6217  0.50
H 7.0529 23.4418 0.5123  0.01
H 7.6693 22.4232 1.8617  0.03
C 1.3498 24.2406 9.9474  -1.02
Cl -0.2381 24.4160 9.2055  0.48
Cl 1.1673 24.6214 11.6665  0.48
H 1.6312 23.1880 9.9174  0.03
H 2.0391 24.9134 9.4374  0.03

Properties
* 2S+1: 1
* energy relative to the best compared isomer or geometry (same formula, charge and spin): 5.130 eV
* HOMO level: -7.92 eV
* largest force on an atom: 0.08632 Eh/bohr

---

# 2
Below is a structure of composition C27H40N2O7PdS2Si in a non-equilibrium geometry, with properties calculated with the ωB97M-V functional and the def2-TZVPD basis.

Each line ends with the Löwdin charge.
Cartesian coordinates (Å):
Pd -1.9303 -0.9522 -0.1854  0.66
C 1.9244 -0.0722 -1.4812  -0.01
C 1.4067 -1.5058 -1.4018  -0.61
C 2.5686 -2.4866 -1.2527  -0.02
C 0.5506 -1.8231 -2.6306  -0.03
O 0.5097 -1.6332 -0.2945  -0.21
Si 0.7683 -1.5699 1.3219  -0.11
S -1.2399 -1.8621 1.9818  0.46
O 1.4786 -0.1561 1.6393  -0.13
C 2.0917 0.3892 2.8061  -0.62
C 3.4992 -0.2005 2.9319  -0.01
C 2.1566 1.9036 2.5932  -0.02
C 1.2529 0.0605 4.0373  -0.03
O 1.7655 -2.7029 1.9095  -0.15
C 1.6719 -4.0586 2.3245  -0.64
C 1.0845 -4.0996 3.7359  -0.03
C 0.7996 -4.8720 1.3712  -0.03
C 3.1097 -4.5834 2.3092  -0.02
H 2.6564 0.0235 -2.2794  0.09
H 2.3786 0.1925 -0.5313  0.08
H 1.0905 0.5991 -1.6735  0.07
H 3.2569 -2.3803 -2.0883  0.09
H 2.2036 -3.5112 -1.2227  0.08
H 3.0979 -2.2815 -0.3257  0.08
H 1.1088 -1.6854 -3.5525  0.09
H -0.2964 -1.1322 -2.6237  0.06
H 0.1905 -2.8490 -2.5760  0.07
H 4.1198 0.1239 2.0994  0.09
H 3.4312 -1.2837 2.9068  0.07
H 3.9638 0.1138 3.8631  0.09
H 2.7766 2.1358 1.7306  0.08
H 2.5790 2.3847 3.4712  0.09
H 1.1589 2.2960 2.4153  0.09
H 1.2688 -1.0106 4.2155  0.07
H 0.2253 0.3723 3.8696  0.09
H 1.6379 0.5734 4.9140  0.09
H 0.1159 -3.6054 3.7376  0.05
H 1.7411 -3.5859 4.4344  0.09
H 0.9582 -5.1284 4.0602  0.09
H -0.2116 -4.4737 1.3701  0.05
H 0.7713 -5.9126 1.6833  0.09
H 1.2027 -4.8191 0.3638  0.07
H 3.7291 -3.9811 2.9686  0.08
H 3.5153 -4.5066 1.3037  0.08
H 3.1393 -5.6195 2.6324  0.09
O -1.6471 1.1343 0.6786  -0.04
C -1.2597 1.6249 -0.4047  -0.63
O -1.1807 0.9748 -1.4669  -0.03
C -0.8702 3.0787 -0.3749  -0.13
C 0.4677 3.4239 -0.2996  -0.03
C 0.8673 4.7556 -0.2153  0.02
C -0.1248 5.7051 -0.2249  -0.20
O -0.0135 7.0710 -0.1668  0.03
C -1.3297 7.5689 -0.2637  -0.16
O -2.2395 6.4917 -0.3001  0.03
C -1.4741 5.3552 -0.3035  -0.19
C -1.8773 4.0452 -0.3583  0.08
H 1.2043 2.6369 -0.2891  0.10
H 1.9071 5.0260 -0.1479  0.12
H -1.4269 8.1620 -1.1898  0.14
H -1.5517 8.2077 0.6048  0.14
H -2.9154 3.7668 -0.3915  0.12
N -2.3480 -3.2193 -1.8280  0.05
C -3.0069 -1.9962 -1.6872  -0.94
S -4.1201 -1.8606 -0.3834  0.69
N -3.0747 -1.2718 -2.8497  0.06
C -3.4467 0.0659 -3.0635  -0.26
C -4.0409 0.8776 -2.0999  -0.07
C -4.3393 2.1926 -2.4132  -0.08
C -4.0454 2.7162 -3.6609  -0.09
C -3.4839 1.9002 -4.6282  -0.08
C -3.1934 0.5826 -4.3351  -0.03
H -2.5793 -3.8911 -1.1061  0.09
H -2.2968 -3.6162 -2.7574  0.10
H -2.5075 -1.6396 -3.6089  0.14
H -4.2635 0.5048 -1.1059  0.04
H -4.8151 2.8123 -1.6669  0.11
H -4.2418 3.7560 -3.8761  0.10
H -3.2622 2.2883 -5.6124  0.10
H -2.7495 -0.0544 -5.0895  0.11

Properties
* 2S+1: 1
* HOMO level (spin up / spin down): -7.81 / -7.78 eV
* largest force on an atom: 0.05293 Eh/bohr

---

# 3
Below is a structure of composition C27H40N3O2OsP3 in a non-equilibrium geometry, with properties calculated with the ωB97M-V functional and the def2-TZVPD basis.

Each line ends with the Löwdin charge.
Cartesian coordinates (Å):
P -2.2390 0.1481 2.3835  0.98
C -1.4827 1.6274 3.1689  -0.21
H -1.8689 1.7351 4.1931  0.09
H -1.6753 2.5309 2.5760  0.04
H -0.3954 1.4586 3.1865  0.06
C -3.9922 0.6143 2.1052  -0.21
H -4.6200 -0.2874 2.1011  0.06
H -4.0433 1.0734 1.1048  0.05
H -4.3324 1.3287 2.8663  0.09
C -2.3076 -0.9800 3.8388  -0.19
H -3.0720 -0.6449 4.5528  0.09
H -1.3162 -0.9956 4.3145  0.07
H -2.5306 -1.9989 3.5006  0.04
P 1.3384 -3.4033 0.0491  0.86
C 2.8634 -2.4167 0.3063  -0.21
H 3.7321 -3.0919 0.4249  0.09
H 2.7385 -1.7908 1.2068  0.05
H 3.0027 -1.7653 -0.5730  0.04
C 1.3436 -4.5575 1.4640  -0.21
H 0.6278 -5.3615 1.2770  0.05
H 1.0314 -4.0073 2.3609  0.06
H 2.3433 -4.9785 1.6247  0.08
C 1.7246 -4.4071 -1.4157  -0.20
H 2.3415 -5.2719 -1.1388  0.09
H 2.2541 -3.7886 -2.1501  0.07
H 0.7854 -4.7487 -1.8560  0.03
P -1.1198 0.1483 -3.1026  0.89
C -0.0682 1.5038 -3.6196  -0.16
H -0.2090 1.6577 -4.7001  0.09
H 0.9756 1.2452 -3.4008  0.07
H -0.3309 2.4198 -3.0759  0.07
C -1.4047 -0.9429 -4.5127  -0.14
H -1.3673 -0.3482 -5.4365  0.09
H -2.3780 -1.4429 -4.4419  0.07
H -0.6135 -1.7043 -4.5416  0.08
C -2.6812 0.7961 -2.4824  -0.15
H -3.3747 0.9761 -3.3234  0.10
H -2.5153 1.7494 -1.9609  0.05
H -3.1574 0.1032 -1.7771  0.03
Os -1.2593 -2.3015 -0.0985  1.24
C -0.1448 -1.2380 1.0043  -0.47
O 0.5814 -0.6645 1.7444  0.01
C -0.1295 -0.8838 -1.8920  -0.38
O 1.0827 -0.9187 -1.9786  0.00
C -1.9545 -3.6755 -1.5467  -0.17
C -2.8161 -2.5849 -1.5108  -0.20
C -3.3501 -2.1367 -0.3065  -0.20
C -3.0592 -2.8327 0.8648  -0.19
C -2.1984 -3.9231 0.8399  -0.16
C -1.6140 -4.3316 -0.3594  -0.22
H -1.4535 -3.9537 -2.4715  0.15
H -3.0071 -2.0194 -2.4206  0.11
H -3.9525 -1.2284 -0.2573  0.12
H -3.4677 -2.4911 1.8107  0.11
H -1.9293 -4.4256 1.7660  0.15
H -0.8467 -5.0948 -0.3474  0.12
N 7.1831 6.9071 1.3563  0.32
C 6.2159 6.2821 1.1465  -0.04
C 5.0212 5.5152 0.9029  -0.13
C 5.1124 4.2368 0.3323  0.07
C 3.9578 3.4786 0.1115  0.06
C 2.7074 4.0107 0.4550  -0.11
C 2.6084 5.2836 1.0327  0.07
C 3.7686 6.0299 1.2666  0.08
N 1.5387 3.2554 0.2479  0.02
C 0.2233 3.7092 0.3687  0.00
C -0.5844 2.6503 0.0451  -0.13
N 0.1884 1.5558 -0.2618  0.07
C 1.4561 1.9288 -0.1345  -0.08
H 6.0911 3.8276 0.0737  0.16
H 4.0267 2.4816 -0.3227  0.13
H 1.6430 5.6916 1.3308  0.13
H 3.7071 7.0082 1.7441  0.16
H -0.0248 4.7208 0.6311  0.13
H -1.6626 2.6205 0.0314  0.10
H 2.3346 1.3285 -0.2948  0.13

Properties
* 2S+1: 5
* energy relative to the best compared isomer or geometry (same formula, charge and spin): 0.000 eV
* total charge: +4
* HOMO level (spin up / spin down): -16.77 / -19.83 eV
* <S²>: 6.050
* largest force on an atom: 0.14463 Eh/bohr